No. 1
Density functional theory data (wB97M-V/def2-TZVPD) for a structure of composition C29H20Br45F9O2 at a distorted geometry.

HOMO: -9.669 eV
frontier orbital gap: 8.2 eV

The geometry in XYZ format:
```
105
Properties=species:S:1:pos:R:3:forces:R:3
O -1.742 -0.384 0.652 -0.2 -0.1 0.3
C -0.783 -0.065 0.003 0.8 0.0 -0.7
C 0.032 1.161 0.342 0.4 0.3 0.4
C 0.732 1.840 -0.566 -0.1 -0.8 -0.9
C 1.550 3.062 -0.183 -1.6 -0.2 0.0
F 1.881 3.811 -1.244 0.6 -0.3 0.0
F 0.739 3.857 0.579 0.2 -0.2 0.3
C 2.793 2.752 0.700 0.8 1.4 0.3
F 3.044 3.871 1.429 0.0 0.0 -0.2
F 2.576 1.776 1.594 -0.2 -0.4 -0.4
C 4.095 2.470 -0.087 0.1 -0.5 0.1
F 4.534 3.556 -0.726 -0.3 0.2 0.1
F 3.826 1.518 -1.007 -0.1 0.0 -0.1
C 5.282 1.941 0.812 0.9 0.3 -1.1
F 5.405 0.633 0.655 -0.8 0.0 0.4
F 6.425 2.476 0.346 -0.1 0.1 0.0
F 5.195 2.302 2.085 -0.4 -0.3 0.2
C 0.630 1.341 -2.004 0.1 -0.6 -0.1
O 0.665 2.056 -2.966 0.3 0.4 -0.1
C 0.424 -0.155 -2.187 -0.4 -0.3 1.0
C 0.885 -0.838 -3.312 -0.4 -0.3 0.6
C 0.656 -2.221 -3.377 0.0 0.5 0.7
C -0.029 -2.940 -2.376 -0.7 1.3 0.1
C -0.529 -2.242 -1.267 0.9 0.8 -0.6
C -0.287 -0.863 -1.183 0.3 0.4 -0.2
H 0.088 1.497 1.380 -0.5 -0.3 -0.2
H 1.400 -0.305 -4.107 -0.1 -0.1 0.1
H 1.059 -2.736 -4.236 0.3 -0.2 0.4
H -0.196 -4.008 -2.462 0.0 0.2 -0.1
H -1.055 -2.711 -0.452 0.3 -0.1 0.0
C -3.214 4.115 -3.840 0.1 0.1 0.0
Br -2.912 2.936 -2.345 0.0 0.0 -0.1
Br -1.805 3.992 -5.147 -0.3 -0.1 0.2
Br -4.944 3.835 -4.639 0.1 0.0 0.1
H -3.205 5.126 -3.454 0.0 0.0 0.0
C 3.795 0.719 4.771 0.0 0.0 0.0
Br 4.613 0.426 6.493 -0.1 0.0 -0.1
Br 3.805 -0.887 3.704 0.0 0.1 0.0
Br 2.022 1.461 4.937 0.1 -0.1 0.0
H 4.398 1.450 4.252 0.0 0.0 0.0
C 3.009 -5.845 -1.668 0.3 0.0 -0.1
Br 4.230 -5.665 -0.184 -0.1 0.0 -0.1
Br 2.488 -4.124 -2.382 1.1 -1.0 0.4
Br 3.713 -7.009 -3.038 0.0 0.1 0.1
H 2.112 -6.312 -1.285 0.0 0.0 0.0
C 2.017 -2.657 7.880 0.1 0.0 0.0
Br 1.023 -1.977 9.385 0.1 -0.1 -0.1
Br 3.227 -4.067 8.394 -0.1 0.1 0.0
Br 0.851 -3.211 6.446 0.0 0.1 0.0
H 2.619 -1.842 7.501 0.0 0.0 0.0
C -6.004 8.253 -5.183 0.0 -0.1 0.0
Br -7.550 7.873 -4.096 0.1 0.0 -0.1
Br -4.363 8.082 -4.181 -0.1 0.0 -0.1
Br -5.975 7.178 -6.782 0.0 0.1 0.1
H -6.078 9.286 -5.494 0.0 0.0 0.0
C -5.878 1.103 0.094 -0.1 0.1 -0.1
Br -7.323 0.504 1.218 -0.1 0.3 -0.1
Br -6.362 1.062 -1.774 0.0 0.0 0.1
Br -5.210 2.832 0.622 -0.1 -0.1 0.0
H -5.067 0.403 0.225 0.0 0.0 0.0
C -1.026 8.946 -6.886 -0.1 0.0 0.0
Br -0.330 8.907 -5.087 -0.1 0.0 -0.1
Br -1.763 7.241 -7.394 0.0 0.2 0.1
Br -2.297 10.377 -7.132 0.1 -0.1 0.0
H -0.192 9.144 -7.545 0.0 0.0 0.0
C 0.250 -7.077 5.945 0.0 0.0 -0.1
Br 0.477 -8.222 7.478 0.0 0.0 -0.1
Br 1.666 -7.320 4.657 -0.1 0.0 0.1
Br -1.491 -7.298 5.143 0.1 0.0 0.1
H 0.310 -6.056 6.299 0.0 0.0 0.0
C -4.990 -3.028 -0.177 0.0 -0.1 -0.1
Br -4.816 -1.885 1.364 0.3 -0.5 0.0
Br -3.297 -3.280 -1.081 -1.0 -0.1 0.1
Br -5.809 -4.712 0.288 0.1 0.1 0.0
H -5.654 -2.534 -0.875 0.0 0.0 0.0
C -1.463 -2.482 -7.428 0.0 -0.1 0.0
Br -0.566 -2.652 -5.717 -1.0 0.1 -1.4
Br -1.389 -4.120 -8.448 0.0 0.1 0.1
Br -3.272 -1.846 -7.222 0.2 0.0 0.0
H -0.926 -1.733 -7.994 0.0 0.0 0.0
C 7.383 2.771 8.329 0.0 0.0 0.0
Br 8.462 3.992 9.358 -0.1 -0.1 -0.1
Br 8.450 1.718 7.114 -0.1 0.1 0.1
Br 6.288 1.659 9.463 0.1 0.1 0.0
H 6.712 3.368 7.726 0.0 0.0 0.0
C -11.051 0.067 3.612 0.0 0.0 0.0
Br -12.547 0.106 2.396 0.1 0.0 0.1
Br -9.809 -1.341 3.166 -0.1 0.1 0.0
Br -10.174 1.780 3.723 -0.1 -0.1 0.0
H -11.444 -0.155 4.594 0.0 0.0 0.0
C -1.805 -11.544 6.518 0.0 0.1 0.0
Br -1.598 -12.707 8.043 0.0 0.1 -0.1
Br -0.395 -11.800 5.229 -0.1 0.0 0.1
Br -3.548 -11.722 5.713 0.1 0.0 0.1
H -1.723 -10.527 6.879 0.0 0.0 0.0
C 9.016 0.071 1.378 0.0 0.0 0.0
Br 7.445 -0.207 2.460 0.5 -0.3 0.3
Br 10.636 -0.093 2.412 -0.1 0.0 -0.1
Br 9.028 -1.085 -0.165 0.0 0.1 0.1
H 8.974 1.088 1.013 0.0 0.0 0.0
C 0.115 2.998 -8.962 0.0 0.0 0.0
Br 0.378 4.171 -7.456 0.3 -0.1 -0.3
Br 1.755 2.687 -9.926 -0.1 0.0 0.1
Br -0.736 1.350 -8.430 0.0 0.1 0.0
H -0.562 3.499 -9.640 0.0 0.0 0.0
```
Forces are in eV/Å.

No. 2
Density functional theory data (wB97M-V/def2-TZVPD) for a structure of composition C29H20ClF5OPSc at a distorted geometry.

HOMO: -7.608 eV
frontier orbital gap: 6.8 eV

The geometry in XYZ format:
```
58
Properties=species:S:1:pos:R:3:forces:R:3
C -0.732 -1.527 2.057 0.2 -0.6 -0.2
C -0.474 -1.351 0.663 0.4 -1.2 0.3
C 0.841 -1.867 0.396 -0.6 -0.5 0.6
H -1.179 -0.985 -0.082 0.3 0.1 0.3
C 1.401 -2.315 1.636 -0.7 0.0 -0.4
C 0.429 -2.101 2.665 -0.3 0.1 -0.6
H 0.515 -2.388 3.711 0.1 0.1 -0.3
H -1.681 -1.334 2.554 0.4 0.2 -0.1
H 1.298 -1.946 -0.588 0.0 0.2 0.3
H 2.364 -2.796 1.753 -0.1 0.2 0.0
Sc 1.043 0.057 1.752 -0.2 1.1 -0.4
Cl 2.650 0.780 0.256 0.3 0.2 0.1
P -0.084 0.313 -3.128 0.0 -0.1 1.7
C 1.203 -0.698 -3.874 0.3 -0.3 -0.7
C 0.967 -1.482 -5.017 0.5 0.0 0.4
H 0.027 -1.390 -5.562 0.2 -0.1 0.2
C 1.936 -2.396 -5.434 0.2 0.0 0.1
H 1.743 -3.025 -6.305 0.1 0.2 0.3
C 3.139 -2.513 -4.727 0.0 0.1 0.1
H 3.886 -3.246 -5.038 -0.2 0.2 0.1
C 3.397 -1.694 -3.618 -0.2 0.1 -0.2
H 4.336 -1.772 -3.069 -0.2 0.0 -0.2
C 2.439 -0.777 -3.193 -0.5 -0.3 -0.4
H 2.612 -0.140 -2.324 0.0 -0.2 -0.2
C -1.685 -0.190 -3.775 -0.6 -0.1 -0.4
C -2.072 -1.539 -3.600 -0.3 0.6 -0.1
H -1.323 -2.287 -3.327 -0.2 0.2 0.0
C -3.412 -1.894 -3.744 0.1 0.3 -0.1
H -3.711 -2.928 -3.575 0.0 0.2 -0.1
C -4.364 -0.926 -4.093 0.2 0.1 0.0
H -5.415 -1.206 -4.177 0.3 0.1 0.0
C -3.972 0.399 -4.321 -0.1 -0.3 0.0
H -4.709 1.148 -4.618 0.2 -0.2 0.1
C -2.640 0.774 -4.159 0.3 -0.6 0.1
H -2.330 1.810 -4.311 -0.1 -0.3 0.1
C 0.213 2.018 -3.602 0.0 0.6 -0.3
C 0.708 2.367 -4.868 0.0 0.5 0.4
H 0.839 1.601 -5.636 0.0 0.2 0.2
C 1.042 3.698 -5.130 -0.2 0.0 0.3
H 1.451 3.971 -6.103 -0.1 0.0 0.3
C 0.847 4.673 -4.139 0.0 -0.2 -0.1
H 1.116 5.712 -4.343 -0.1 -0.3 0.1
C 0.312 4.327 -2.893 -0.1 0.1 0.0
H 0.143 5.087 -2.123 0.1 -0.2 -0.4
C -0.004 3.001 -2.609 0.3 -0.3 -0.8
H -0.394 2.700 -1.635 0.2 0.1 -0.3
F -1.964 3.895 6.461 0.2 -0.3 -0.6
C -1.581 3.286 5.320 0.1 0.2 -0.2
C -0.307 3.530 4.792 0.0 0.3 0.5
F 0.529 4.390 5.415 -0.5 -0.6 -0.3
C 0.099 2.879 3.641 0.0 -0.4 -0.3
F 1.371 3.014 3.157 -0.9 0.0 0.4
C -0.772 2.008 2.953 -0.2 0.5 0.0
O -0.393 1.427 1.831 0.5 -0.2 0.2
C -2.072 1.824 3.466 0.2 -0.4 -0.2
F -2.907 0.971 2.820 0.4 0.6 0.5
C -2.466 2.438 4.641 -0.2 0.2 0.6
F -3.692 2.215 5.166 0.7 0.1 -0.4
```
Forces are in eV/Å.

No. 3
Density functional theory data (wB97M-V/def2-TZVPD) for a structure of composition C29H20N8O8RuS at a distorted geometry.

expectation value of S²: 0.7534
HOMO (spin up / spin down): -5.090 / -5.090 eV
spin multiplicity: 2
frontier orbital gap (spin up / spin down): 6.6 / 6.5 eV
total charge: -1

The geometry in XYZ format:
```
67
Properties=species:S:1:pos:R:3:forces:R:3
Ru 0.141 -0.449 -0.967 0.5 1.6 -0.3
O -1.284 -0.487 2.837 0.2 0.0 -0.3
C -0.664 -0.472 1.798 0.0 0.0 0.2
N -1.160 -0.470 0.510 -0.3 -0.1 -0.1
C -2.487 -0.630 0.173 -0.3 0.0 0.0
O -3.445 -0.679 0.913 0.3 0.0 -0.2
C -2.676 -0.709 -1.339 0.1 0.0 0.2
C -3.948 -0.711 -1.874 0.1 0.0 -0.1
C -4.086 -0.745 -3.251 0.1 0.0 0.0
C -2.948 -0.778 -4.042 0.0 0.0 0.0
C -1.705 -0.775 -3.432 -0.1 -0.1 -0.1
N -1.576 -0.743 -2.109 0.1 -0.3 0.1
C 0.858 -0.427 1.793 -0.2 0.1 -0.1
C 1.567 -0.700 2.943 0.1 0.1 -0.1
C 2.954 -0.682 2.877 0.0 0.0 -0.1
C 3.571 -0.354 1.680 0.0 0.0 0.0
C 2.789 -0.088 0.567 0.0 0.0 0.1
N 1.461 -0.140 0.620 -0.2 -0.5 0.1
H -4.789 -0.663 -1.198 0.0 0.0 0.0
H -5.068 -0.736 -3.703 0.0 0.0 0.0
H -3.010 -0.801 -5.120 0.0 0.0 0.0
H -0.783 -0.798 -4.000 0.0 0.0 0.0
H 1.022 -0.949 3.842 0.0 0.0 0.0
H 3.544 -0.941 3.746 0.0 0.0 0.0
H 4.647 -0.340 1.587 0.0 0.0 0.0
H 3.222 0.133 -0.400 0.0 -0.1 0.0
N -1.047 5.179 3.961 -0.1 0.1 0.1
C -1.085 4.630 2.686 0.0 -0.1 0.0
C -0.845 5.420 1.563 0.0 0.0 0.0
C -0.928 4.882 0.290 0.1 0.0 0.0
C -1.254 3.544 0.121 0.0 0.1 0.0
C -1.506 2.756 1.236 -0.1 -0.1 0.0
C -1.417 3.285 2.507 0.0 0.0 0.0
S -1.381 2.907 -1.522 -0.1 0.2 0.1
O -2.652 2.237 -1.645 0.1 -0.1 0.1
O -1.095 4.005 -2.401 -0.1 -0.1 -0.1
N -0.217 1.764 -1.577 0.0 -0.2 0.0
C 0.697 1.671 -2.571 0.0 0.2 0.3
N 1.012 2.578 -3.500 0.0 0.0 0.0
C 2.013 2.255 -4.299 0.1 -0.1 0.0
C 2.728 1.061 -4.226 0.0 0.0 0.0
C 2.316 0.155 -3.269 -0.1 0.0 0.0
N 1.303 0.466 -2.471 0.0 0.0 -0.1
H -0.499 6.015 4.069 0.0 0.0 0.0
H -0.936 4.525 4.718 0.0 0.0 0.0
H -0.591 6.466 1.691 0.0 0.0 0.0
H -0.734 5.490 -0.581 0.0 0.0 0.0
H -1.782 1.721 1.114 -0.1 0.0 0.0
H -1.613 2.653 3.364 0.0 0.0 0.0
H 2.267 2.996 -5.050 0.0 0.0 0.0
H 3.547 0.841 -4.892 0.0 0.0 0.0
H 2.751 -0.825 -3.114 0.0 0.0 0.0
O 0.901 -6.318 4.035 -0.3 0.0 0.2
C 1.617 -6.039 3.060 0.1 -0.2 0.1
O 2.734 -6.474 2.739 0.3 0.0 -0.2
C 1.027 -4.989 2.103 -0.2 0.3 -0.2
C -0.291 -4.566 2.220 0.1 -0.1 0.1
C -0.786 -3.603 1.356 -0.1 0.0 0.0
N -0.056 -3.042 0.397 0.1 -0.1 -0.1
C 1.209 -3.447 0.281 -0.1 0.1 -0.1
C 1.784 -4.410 1.093 0.2 0.0 0.0
C 2.002 -2.777 -0.803 0.4 0.1 -0.1
O 3.174 -3.039 -0.998 0.1 -0.2 0.0
O 1.383 -1.891 -1.545 -0.6 -0.6 0.2
H -0.901 -4.991 3.005 0.0 0.0 0.0
H -1.810 -3.253 1.450 0.0 0.0 0.0
H 2.815 -4.704 0.956 0.0 0.0 0.0
```
Forces are in eV/Å.

No. 4
Density functional theory data (wB97M-V/def2-TZVPD) for a structure of composition C29H21AuCl3F10GeN3OS at a distorted geometry.

expectation value of S²: 3.8143
HOMO (spin up / spin down): -10.547 / -10.790 eV
spin multiplicity: 4
frontier orbital gap (spin up / spin down): 7.7 / 5.4 eV
total charge: +1

The geometry in XYZ format:
```
70
Properties=species:S:1:pos:R:3:forces:R:3
Au 0.820 -1.180 0.151 0.4 0.1 0.3
C 1.714 -2.034 3.119 0.1 -0.1 0.0
N 0.866 -1.035 2.457 -0.1 -0.1 0.1
C 1.369 0.323 2.686 0.1 0.1 -0.1
C 2.631 0.556 1.875 0.1 -0.1 0.1
N 2.385 0.322 0.462 -0.5 0.1 0.0
C 3.473 0.280 -0.371 0.6 0.0 -0.3
C 3.392 0.906 -1.630 -0.1 0.0 0.3
F 2.265 1.548 -1.950 -0.1 0.0 -0.1
C 4.449 0.951 -2.512 0.0 -0.1 0.0
F 4.350 1.615 -3.656 -0.1 0.0 -0.1
C 5.641 0.314 -2.194 -0.2 0.0 0.1
F 6.652 0.337 -3.041 0.1 0.0 -0.1
C 5.757 -0.349 -0.982 0.0 0.1 0.0
F 6.881 -0.984 -0.679 0.1 0.0 0.0
C 4.703 -0.350 -0.093 -0.2 0.0 -0.1
F 4.853 -1.052 1.035 0.0 -0.1 0.0
C -0.548 -1.207 2.808 0.0 -0.1 -0.1
C -1.111 -2.461 2.153 0.1 0.0 0.2
N -0.945 -2.396 0.712 -0.3 -0.1 0.0
C -1.293 -3.442 -0.066 -0.2 -0.2 0.0
C -1.325 -4.817 0.288 0.0 0.1 -0.1
F -0.986 -5.208 1.513 0.0 0.0 0.1
C -1.627 -5.804 -0.623 0.0 0.0 0.0
F -1.604 -7.072 -0.250 0.0 -0.1 0.0
C -1.938 -5.479 -1.940 0.1 0.2 0.2
F -2.225 -6.422 -2.804 0.0 -0.1 -0.1
C -1.960 -4.142 -2.326 0.0 0.0 0.0
F -2.285 -3.811 -3.566 -0.1 -0.1 0.0
C -1.665 -3.166 -1.408 0.0 0.0 0.1
F -1.813 -1.900 -1.765 0.1 0.2 -0.1
H 1.676 -1.911 4.207 0.0 0.0 0.0
H 2.745 -1.932 2.789 0.0 0.0 0.0
H 1.387 -3.040 2.869 0.0 0.0 0.0
H 1.589 0.484 3.747 -0.1 0.0 0.0
H 0.602 1.030 2.368 0.0 0.0 0.0
H 3.449 -0.042 2.279 0.0 0.1 0.0
H 2.924 1.606 1.990 0.0 0.0 0.0
H -1.092 -0.337 2.441 0.0 0.0 0.0
H -0.677 -1.279 3.894 0.0 0.1 0.0
H -2.183 -2.520 2.369 0.0 -0.1 0.0
H -0.653 -3.344 2.598 0.0 -0.1 0.0
O -0.882 0.901 -1.819 0.1 -0.1 -0.8
S -0.978 1.269 -0.363 -0.6 0.8 0.4
C -2.753 1.468 -0.084 0.2 -0.2 0.0
C -3.593 1.522 -1.181 0.1 0.0 -0.1
C -4.953 1.699 -0.975 0.0 0.0 0.0
C -5.453 1.814 0.315 0.0 0.0 0.0
C -4.598 1.746 1.407 0.0 0.0 0.0
C -3.238 1.563 1.211 0.1 0.0 0.0
C -0.548 3.023 -0.296 0.1 -0.2 -0.1
C -0.562 3.685 0.923 0.0 -0.1 0.0
C -0.276 5.040 0.953 0.0 0.0 0.1
C 0.032 5.712 -0.223 0.0 0.0 -0.1
C 0.066 5.029 -1.430 0.0 0.0 0.0
C -0.223 3.672 -1.472 0.0 -0.1 0.0
H -3.179 1.422 -2.176 0.0 0.0 0.0
H -5.620 1.750 -1.824 0.0 0.0 0.0
H -6.514 1.954 0.470 0.0 0.0 0.0
H -4.991 1.833 2.411 0.0 0.0 0.0
H -2.569 1.508 2.062 0.0 0.0 0.0
H -0.807 3.157 1.837 0.0 0.0 0.0
H -0.298 5.573 1.894 0.0 0.0 0.0
H 0.245 6.772 -0.198 0.0 0.0 0.0
H 0.315 5.551 -2.344 0.0 0.0 0.0
H -0.201 3.119 -2.401 0.0 0.0 0.0
Cl 1.440 -1.822 -2.140 -0.4 0.1 -0.8
Ge 0.014 -0.231 -3.618 0.3 -0.1 0.3
Cl -1.846 -0.699 -4.648 0.2 0.0 0.2
Cl 1.327 0.413 -5.248 -0.1 0.0 0.4
```
Forces are in eV/Å.